(1)
Density functional theory data (ωB97M-V/def2-TZVPD) for a cluster of 2 separate species, C6H15ClN5P in total.

XYZ file:
```
28
Properties=species:S:1:pos:R:3:forces:R:3
C 0.24640 -4.25907 -0.72419 0.384 -0.858 -0.637
C 1.53929 2.44799 2.03674 0.131 -0.067 0.188
H 0.77524 2.52423 2.80764 0.028 -0.004 0.081
H -1.80367 -1.96317 0.73558 0.069 -0.021 -0.014
Cl -1.77482 1.92167 1.38632 -0.638 0.139 0.662
N -0.13492 0.51752 -0.46567 -0.144 0.882 0.450
H 2.41789 2.99090 2.37668 0.013 0.014 -0.001
H 0.21891 -3.91987 -1.76075 -0.028 0.083 0.102
H -1.79676 -2.44851 -0.97027 0.150 0.000 0.073
H -0.41912 -5.11726 -0.61742 0.030 0.119 0.092
C 1.03608 3.03151 0.72315 -0.476 -0.669 0.065
H 1.81093 1.39977 1.91661 0.086 -0.022 0.051
H 0.66068 4.04553 0.85962 -0.145 -0.042 -0.137
C 0.58213 -2.63503 0.95674 0.740 0.667 0.528
H 1.77221 -1.99895 2.48322 -0.023 -0.166 0.213
P -0.30799 1.93713 0.12256 1.060 0.029 -1.015
H 1.26051 -4.56645 -0.47610 -0.049 0.072 0.041
N 1.35975 -1.99406 1.56437 -0.152 -0.080 -0.284
H -3.20929 4.47515 -2.78599 0.071 -0.068 0.067
C -1.59199 -2.77911 0.04936 -1.068 0.272 -0.061
N -1.03806 3.16851 -1.03957 -0.533 0.107 -0.656
H -2.23492 -3.63004 0.27743 0.100 0.023 0.051
C -1.61284 3.64669 -1.93219 1.103 -0.843 1.680
N -2.22784 4.22777 -2.87275 -0.789 0.741 -1.224
H 1.82118 3.03880 -0.03492 -0.081 -0.029 -0.143
H -1.74717 4.53368 -3.71359 0.036 -0.088 0.089
N -0.20229 -3.18859 0.15239 -0.145 -0.163 -0.083
H 0.67861 0.36786 -1.04276 0.270 -0.028 -0.177
```
Forces are in eV/Å.

Properties
LUMO level, Eh: -0.2245
HOMO energy, eV: -16.6
2S+1: 1
Energy relative to the best compared isomer or geometry (same formula, charge and spin), eV: 1.569
Net charge: +2



(2)
Density functional theory data (ωB97M-V/def2-TZVPD) for a structure of composition C6H15F2N2O6S2Sn.

XYZ file:
```
34
Properties=species:S:1:pos:R:3:forces:R:3
H -0.68991 -1.64481 -1.84798 0.127 0.801 0.371
O -2.27099 -2.83777 9.35075 0.305 -1.211 -3.353
H -0.00229 -3.14728 -1.52200 0.517 -0.158 0.108
H -1.06303 3.21651 -3.28280 -0.132 -0.675 -0.032
H 0.15921 3.79714 -6.40778 0.865 0.357 0.601
H -0.96116 2.59286 -6.34096 -1.105 -0.109 1.519
H -0.05660 4.33573 -4.07598 0.280 0.931 1.118
C 0.04619 2.80085 -5.98030 -0.614 -0.187 -0.716
H 1.63784 4.05897 -2.22423 0.035 0.231 -0.631
H 0.47593 2.06545 -6.66045 1.242 0.130 0.535
O 0.45778 2.56391 -4.62906 0.018 -0.892 0.356
N -1.28816 -3.07725 6.74889 -1.343 -0.510 2.071
H 0.55805 0.90874 -0.55801 -0.288 0.490 -0.194
H 2.87232 -0.21282 -1.16750 -0.433 -0.006 1.340
H 0.30538 3.61358 -1.33937 -0.546 -0.648 -0.150
O -3.60206 -1.97353 6.55043 1.195 -0.712 1.208
C 0.83765 3.31910 -2.24384 1.737 -0.598 -0.294
O -1.71829 -0.64093 7.57777 -1.003 -3.697 -1.641
O 1.32601 -1.64680 -1.08985 0.373 1.481 0.220
H 0.54752 -2.20937 -2.92141 0.203 -0.117 -0.151
S -1.88261 -3.66906 8.20834 3.388 -4.938 3.974
C 0.27501 -2.15141 -1.86762 -0.568 -0.561 -0.671
H 2.21313 1.91756 -2.87287 -0.128 -0.311 -0.070
F -1.77799 -1.28610 5.27187 0.368 -0.569 0.602
C 0.92434 0.82011 -1.58078 1.492 -0.434 -0.906
O -2.40990 -5.01587 8.02851 -0.253 2.582 -0.301
C 1.88803 -0.41033 -1.59207 0.407 0.032 -0.706
N 1.59911 2.04644 -2.08137 -1.277 -0.048 1.065
F -0.31268 -4.09589 8.60454 -1.206 0.571 0.073
C -0.01618 3.39343 -3.52959 -0.731 0.427 -2.154
H 0.16298 0.53870 -2.30827 -0.710 0.108 0.263
Sn 1.66108 -5.60269 3.62466 -0.249 0.226 0.244
S -2.18027 -1.80839 6.75493 -1.190 8.301 -2.925
H 2.28457 -0.55886 -2.59646 -0.773 -0.286 -0.775
```
Forces are in eV/Å.

Properties
LUMO level, Eh: -0.3516
HOMO energy, eV: -11.0
2S+1: 1
Energy relative to the best compared isomer or geometry (same formula, charge and spin), eV: 9.336
Net charge: +1



(3)
Density functional theory data (ωB97M-V/def2-TZVPD) for a structure of composition C6H15FeN2O7P.

XYZ file:
```
32
Properties=species:S:1:pos:R:3:forces:R:3
H -3.84042 -5.34405 12.14359 -0.169 0.194 0.101
O 1.58810 -4.19854 15.86797 -0.810 0.664 -0.233
P 2.65721 -7.27490 13.96826 0.312 -1.380 -2.692
H -2.94753 -3.77778 12.47740 -0.394 -0.069 0.294
H 5.23808 -3.66086 16.71369 -0.099 -0.079 0.067
C -1.57363 -5.00103 14.31534 -0.291 0.049 -0.917
O 2.99911 -6.71216 15.40105 0.881 0.322 0.021
H -2.39820 -4.84764 11.23746 -0.254 -0.072 -0.020
C 2.74155 -1.63273 15.87510 -0.322 0.160 -0.103
C -2.87618 -4.83721 12.22882 0.975 0.155 -0.531
H 1.87776 -1.83442 15.24595 -0.077 -0.190 0.147
H -0.83102 -7.30706 13.41373 0.327 0.321 0.099
O 2.89995 -6.27878 12.81231 -0.149 0.389 0.965
N -1.98817 -5.51255 13.12604 0.127 -0.416 0.584
H -0.87265 -6.60596 11.76899 0.330 -0.097 0.285
C 4.66161 -2.75242 16.88680 0.269 -0.111 -0.068
N 3.36778 -2.85699 16.27040 0.280 0.053 0.021
H 4.60895 -2.56855 17.96764 0.002 0.080 -0.015
H -1.94488 -3.96551 14.47640 0.012 -0.125 0.152
H 5.20840 -1.93298 16.41577 0.042 0.025 0.068
H 3.43102 -1.02722 15.28114 0.092 0.033 0.108
Fe 1.05386 -6.33886 15.76406 -0.245 -0.792 0.784
H 3.31708 -4.89928 16.61587 0.010 -0.046 -0.141
H 0.88606 -7.17437 18.32430 0.202 -0.092 -0.345
O 3.29786 -8.62422 13.60967 -0.142 0.386 0.932
C 2.71968 -4.04996 16.26047 0.663 -0.412 0.142
H 2.42206 -1.06366 16.75856 -0.044 0.147 -0.124
H -2.27878 -7.44372 12.33656 -0.059 0.120 0.339
O 0.58728 -6.58900 17.62909 -0.519 0.416 0.570
O -0.86125 -5.59426 15.07907 -0.485 0.421 0.675
C -1.45319 -6.79460 12.68045 -0.597 -0.149 -1.072
O 1.05727 -7.45393 14.16608 0.132 0.098 -0.093
```
Forces are in eV/Å.

Properties
LUMO level (spin up / spin down), Eh: 0.1773 / 0.1772
HOMO energy (spin up / spin down), eV: 1.0 / 1.1
2S+1: 5
Energy relative to the best compared isomer or geometry (same formula, charge and spin), eV: 0.000
Net charge: -2



(4)
Density functional theory data (ωB97M-V/def2-TZVPD) for a structure of composition C6H15HfNO18S4.

XYZ file:
```
45
Properties=species:S:1:pos:R:3:forces:R:3
O -1.85702 -3.64657 2.40291 -0.140 -0.408 0.031
H -0.13016 3.42663 1.36897 -0.613 0.245 0.263
H 2.57932 -1.61712 1.45398 -0.417 0.412 0.235
O -2.34750 0.02056 -1.11002 -0.549 5.471 4.328
O -0.33487 1.79392 -3.52164 -0.531 2.539 1.073
O -3.66551 -1.80727 -1.85768 -1.489 -0.666 0.006
S 0.60018 0.77355 -3.06349 -1.782 0.762 -3.859
O -1.27000 -1.70068 -1.73382 3.916 -3.290 0.842
H 1.49002 2.34783 -0.93096 -0.418 -0.572 -0.006
O 0.71997 0.80915 3.54398 3.712 3.045 2.285
H 2.21023 -3.64812 -0.49861 0.055 0.460 1.185
H 3.49308 -1.43676 -0.01730 0.229 0.135 -0.286
Hf -0.58318 -0.50515 0.15407 -2.592 -2.606 -1.215
O -1.14221 2.07027 0.14207 -0.811 0.235 0.802
O 0.38998 0.38034 -1.67961 0.156 0.372 4.439
O -0.97626 -0.75397 4.25851 0.470 0.068 1.301
O -2.31859 -1.67427 1.03951 -1.678 7.258 1.509
H -2.62142 3.37126 -0.08605 -0.251 0.633 -0.094
S -2.48712 -1.01984 -2.10330 -1.496 -1.970 -0.621
O 1.44563 -1.56496 -0.30555 1.825 -0.948 1.053
C 2.59183 -1.09963 0.49474 -1.322 -0.317 -1.364
C 1.19980 2.38849 0.11891 0.335 -0.608 0.353
N 1.24653 1.06602 0.82138 0.523 0.212 -2.717
H 1.19703 1.32574 1.79616 -0.103 -0.703 0.639
H -3.23683 1.88968 0.44013 0.624 -0.624 0.600
H 2.36171 -2.52566 -1.83356 0.289 0.114 -0.163
O 0.27033 -1.10786 2.22677 3.808 -3.652 -1.454
O -2.44217 -0.51978 -3.41445 -0.511 1.280 -3.187
O -0.62838 -2.85609 0.48893 3.530 -1.418 -1.268
S -1.96519 -3.05160 1.06598 0.964 -1.345 1.622
C 1.72698 -2.80524 -0.99270 -0.395 0.532 -1.489
O 0.29204 -0.35625 -3.85125 0.661 -3.872 -2.173
O 1.96316 1.22205 -3.32491 2.530 0.898 1.120
H 3.06889 0.84110 -0.36305 -0.535 0.028 -0.162
O -1.14149 0.44497 2.23006 -4.605 4.532 -3.099
C -0.16085 3.04781 0.34737 1.427 -1.162 -0.683
H 3.16042 0.68489 1.40944 0.714 0.150 0.017
H -2.28269 3.02985 1.59879 -0.257 -0.567 0.356
S -0.24903 -0.14470 3.16980 -2.864 -3.000 0.784
C -2.40306 2.56874 0.61849 0.501 0.576 -1.633
H 0.84160 -3.23981 -1.45677 -0.439 0.682 0.464
C 2.57717 0.43806 0.52232 -0.422 -0.432 1.622
O -2.94707 -3.62922 0.24046 -1.763 -3.836 -1.745
H 1.99759 2.94792 0.60745 0.081 0.858 0.154
H -0.23293 3.82192 -0.41660 -0.365 0.498 0.136
```
Forces are in eV/Å.

Properties
LUMO level, Eh: 0.3163
HOMO energy, eV: 4.2
2S+1: 1
Net charge: -4



(5)
Density functional theory data (ωB97M-V/def2-TZVPD) for a cluster of 2 separate species, C6H15N in total.

XYZ file:
```
22
Properties=species:S:1:pos:R:3:forces:R:3
H 2.48017 1.55013 0.39346 -0.409 -0.561 -0.253
H -3.89749 0.07001 0.52087 1.105 0.030 -0.792
N 1.57318 -0.40523 0.03130 0.063 0.560 0.872
H -2.22098 1.91507 0.10004 0.297 0.692 0.230
C -1.92224 0.89970 -0.04616 0.704 -0.661 -1.583
H -3.67422 0.27294 -1.21608 0.432 0.024 0.038
H 1.21260 -2.43684 -0.26768 0.075 -0.096 -0.050
H 2.75777 -1.87144 -1.02514 -0.476 -0.035 0.449
H -0.73392 -0.71060 0.93826 -0.051 0.434 -0.019
C -0.73847 0.64667 -0.86507 0.202 1.366 -0.616
H 3.40853 0.48615 -0.69418 -0.266 0.001 0.142
H 0.02006 1.44795 -1.04332 -0.828 -1.113 -0.136
H 0.06662 0.84218 1.13856 0.104 0.064 -0.342
C 2.70598 0.47914 0.17940 0.675 0.117 -0.034
C -3.11803 0.00911 -0.30813 -1.345 0.316 1.282
H -2.81534 -1.02022 -0.35201 0.140 -0.584 -0.194
H -0.67189 -0.33010 -1.31117 0.390 0.127 -0.409
H -1.42776 0.55647 1.98202 0.374 -0.190 -0.711
H 2.64285 -2.08308 0.73703 -0.125 -0.004 -0.116
H 3.37717 0.19743 1.03971 -0.438 -0.099 -0.356
C -0.90493 0.37304 0.99066 -1.037 -0.747 3.217
C 2.05494 -1.74923 -0.14394 0.414 0.357 -0.620
```
Forces are in eV/Å.

Properties
LUMO level, Eh: -0.0216
HOMO energy, eV: -5.8
2S+1: 1
Energy relative to the best compared isomer or geometry (same formula, charge and spin), eV: 6.696



(6)
Density functional theory data (ωB97M-V/def2-TZVPD) for a structure of composition C6H15N.

XYZ file:
```
22
Properties=species:S:1:pos:R:3:forces:R:3
H -0.47164 -0.22546 1.29262 -1.444 1.159 -0.373
C 1.42799 0.49781 0.43942 1.454 -0.887 3.080
H 0.19959 1.99643 -0.30404 -1.000 -0.039 -0.326
C 0.45927 -1.84630 -0.45414 0.683 -1.870 -1.325
H -0.45966 -2.45820 -0.46109 0.381 0.346 0.835
C 2.75261 -0.22350 0.13625 -0.469 0.684 4.763
H 1.33969 -2.40454 -0.07743 -0.654 0.099 -0.168
H 1.62677 2.75880 0.09460 0.534 -1.969 -1.083
H 2.79539 -0.54569 -0.80878 -0.041 -1.573 -3.682
H -4.87509 1.25981 0.20028 -0.270 1.115 -0.056
H -4.90243 0.04224 -1.04391 -0.628 -0.483 -0.784
C -4.50967 0.30804 -0.09828 -0.839 0.622 0.225
C 0.26632 -0.53130 0.20861 -1.645 2.415 -2.474
H 3.59596 0.46222 0.23722 0.067 -0.210 0.505
H 2.75404 -1.09891 0.88345 0.809 1.238 -1.263
H -3.47841 0.32998 -0.14697 2.209 0.103 -0.114
H 1.46478 1.43586 -1.33364 0.647 0.855 -1.559
H 0.59159 -1.82042 -1.57563 0.333 0.828 0.975
H 1.47846 0.76273 1.58642 -0.351 -0.530 -1.980
H -4.78554 -0.31488 0.70116 -0.508 -1.357 0.729
N -0.95580 -0.00135 0.21537 1.433 -1.686 2.179
C 1.23967 1.76684 -0.35718 -0.701 1.137 1.894
```
Forces are in eV/Å.

Properties
LUMO level, Eh: 0.0255
HOMO energy, eV: -8.1
2S+1: 1
Energy relative to the best compared isomer or geometry (same formula, charge and spin), eV: 5.026



Table of F_max (eV/Å), in record order: 2.18, 8.88, 3.04, 7.60, 3.46, 4.84